C29H48AgF8O4S | ωB97M-V/def2-TZVPD

XYZ file:
```
91
C29H48AgF8O4S, DFT ωB97M-V/def2-TZVPD
Ag -3.2978 -5.8091 -0.5195
S 1.6535 -1.1796 1.0107
F 6.4218 2.5491 0.5373
F 4.0489 3.4429 1.0760
F 4.2030 5.0870 -0.3287
F 8.4931 5.9456 -0.2444
F 7.8544 4.2707 1.5554
F 6.6823 3.8473 -1.1687
F 6.4444 6.4959 -0.7078
F 5.9321 5.1943 1.9423
O 0.4178 -1.5550 1.6475
O 2.9053 2.3088 -0.8513
O 1.4310 0.1599 0.2175
O 2.8378 -0.9946 1.7604
C -5.1645 2.3719 1.2236
C -0.8461 -1.7123 -2.0008
C 7.2832 6.1381 0.2819
C 6.1321 3.7621 0.0576
C 0.6903 1.6627 -1.4307
C -3.3760 3.4028 -1.0307
C 1.9363 -2.3283 -0.3121
C 1.5119 -4.9077 3.0752
C -0.1607 -6.3907 1.8050
C -1.2051 -2.7638 -0.9141
C -1.0162 -4.2211 -1.4168
C -3.9158 1.8751 1.8145
C 4.5915 3.8140 -0.0912
C -0.9507 0.5117 0.0515
C 0.4096 -0.8423 -1.8142
C 2.1230 1.8500 -1.9263
C 6.7984 4.8381 0.9723
C -6.9896 2.3529 -0.4694
C 1.7029 -1.6807 -1.6742
C -2.3745 2.6485 -0.1362
C -2.7178 2.7395 1.3572
C -6.1234 1.6503 0.4971
C 4.1192 2.9048 -1.2295
C -6.3194 0.2007 0.7296
C -0.3438 -5.2469 -0.4896
C -0.8832 -5.3508 0.9353
C 1.3080 -6.0783 2.0996
C -2.1274 1.2208 -0.6644
C 0.3484 0.3109 -0.7624
H -1.7104 -1.0831 -2.2274
H -0.2502 -7.3744 1.3314
H 0.7328 -5.0659 -0.4717
H -4.0505 4.0460 -0.4562
H -1.9398 -5.7638 0.8963
H -1.8530 2.4621 1.9616
H -0.9189 -4.3820 1.4400
H 2.9684 -2.6641 -0.2016
H -2.9413 3.7807 1.6070
H -3.7488 0.8152 1.6191
H -2.8636 4.0563 -1.7379
H -8.0366 2.2372 -0.1534
H 0.0218 1.7882 -2.2852
H 2.5501 -1.0210 -1.8677
H -0.4488 -6.2367 -0.9546
H -0.6418 -2.6047 0.0068
H -0.4631 -4.2112 -2.3584
H 0.5959 -4.6695 3.6222
H 1.7327 -2.4436 -2.4573
H 1.2750 -3.1736 -0.1409
H 7.3191 6.9384 1.0239
H -3.0409 0.6144 -0.5667
H -2.2522 -2.6163 -0.6276
H 0.5167 2.4635 -0.7095
H -0.6860 -6.4580 2.7626
H -6.7505 3.4072 -0.5850
H -6.9223 1.8371 -1.4336
H 1.7456 -6.9851 2.5216
H -1.4063 3.1504 -0.2196
H 2.2871 -5.1404 3.8043
H -2.0221 -4.6131 -1.7407
H -6.8949 -0.2508 -0.0778
H -5.3774 3.4319 1.3626
H -6.8867 0.0742 1.6600
H -1.2779 -0.4025 0.5443
H 1.8627 -5.8936 1.1749
H 2.1291 2.5821 -2.7444
H -0.6564 -2.2652 -2.9275
H -1.9635 1.3038 -1.7410
H 2.5349 0.9191 -2.3391
H -0.6086 1.1659 0.8580
H 1.8275 -3.9938 2.5706
H -3.9902 2.7140 -1.6220
H -5.3662 -0.3171 0.8477
H -4.0217 2.0001 2.9044
H 4.8880 2.1525 -1.4400
H 3.9952 3.5290 -2.1216
H 0.5395 -0.3351 -2.7756
```

Computed properties:
Total charge: +2
Expectation value of S²: 0.7527
Spin multiplicity: 2
Highest occupied orbital energy (spin up / spin down): -13.84 / -13.84 eV